Entry 1:
{
  "formula": "C10H16Cl3NO3Sn",
  "method": "wB97M-V/def2-TZVPD",
  "spin_multiplicity": 1,
  "lumo_energy_ev": [4.5, 4.5],
  "homo_ha": [0.0028, 0.0028],
  "charge": -2,
  "homo_lumo_gap_ev": [4.458, 4.458],
  "elements": ["C", "C", "C", "C", "C", "C", "C", "C", "C", "C", "Sn", "Cl", "Cl", "Cl", "H", "H", "H", "H", "H", "H", "H", "H", "H", "H", "H", "H", "H", "H", "H", "O", "H", "O", "N", "O"],
  "coordinates": [[-0.949953, -1.018299, 0.611342], [0.314920, -1.546273, 0.200473], [0.532414, -1.151320, -1.148257], [1.226846, -2.378391, 0.996998], [-0.585252, -0.367220, -1.569855], [-1.504341, -0.299460, -0.490159], [-2.797943, 0.400189, -0.520451], [-1.584679, -1.209066, 1.921102], [1.719969, -1.469877, -1.943893], [-0.724033, 0.319282, -2.858916], [1.058575, 1.828872, 1.386407], [4.668792, -0.724878, 2.277609], [1.489047, 0.478407, 3.254229], [2.108614, 1.565766, -0.703481], [0.923524, -2.407319, 2.047435], [2.268156, -2.032272, 0.946045], [1.185897, -3.403247, 0.608605], [2.616383, -1.529833, -1.314220], [1.872357, -0.743249, -2.749156], [1.589704, -2.449838, -2.417639], [0.217300, 0.795171, -3.158428], [-1.495562, 1.095990, -2.806533], [-1.013023, -0.396404, -3.640592], [-2.744823, 1.275812, -1.174587], [-3.105457, 0.720815, 0.480125], [-3.569572, -0.275909, -0.913377], [-0.854132, -1.261958, 2.736814], [-2.130150, -2.160310, 1.877199], [-2.307865, -0.412904, 2.138297], [-0.855627, 2.024510, 0.991802], [-1.295443, 2.816595, 1.337182], [1.078320, 5.662647, 0.930943], [0.890016, 4.501722, 0.880998], [1.757021, 3.752248, 1.785935]],
  "atomic_forces_ev_per_a": [[0.863, 1.025, -1.385], [-0.623, 1.397, -1.094], [-1.534, 0.428, 1.090], [0.376, -0.478, 0.196], [0.148, -0.921, 1.689], [1.429, -0.749, -0.020], [-0.445, -0.048, -0.027], [-0.415, -0.389, 0.355], [0.458, -0.404, -0.307], [-0.109, 0.104, -0.525], [0.007, -1.289, -0.760], [0.176, 0.008, 0.013], [-0.153, 0.858, -0.557], [-0.160, 0.306, 0.795], [0.161, -0.023, -0.018], [-0.126, -0.115, 0.173], [0.234, -0.255, 0.185], [0.011, 0.112, -0.203], [0.174, 0.015, 0.055], [0.255, -0.161, -0.232], [-0.012, 0.040, -0.132], [0.082, -0.029, -0.143], [0.010, 0.214, -0.305], [-0.189, 0.078, 0.099], [-0.053, 0.082, -0.095], [-0.335, 0.209, -0.015], [-0.174, 0.008, -0.052], [-0.243, -0.096, 0.515], [0.104, -0.095, 0.088], [0.035, 0.593, 0.599], [0.397, -0.113, -0.058], [0.091, -0.762, 0.137], [1.329, -0.159, 1.223], [-1.767, 0.608, -1.281]]
}

---

Entry 2:
{
  "formula": "C12H19FeN2O2",
  "method": "wB97M-V/def2-TZVPD",
  "spin_multiplicity": 5,
  "s_squared": 6.077,
  "lumo_energy_ev": [-2.5, -4.3],
  "relative_energy_kcal_mol": 0.00,
  "homo_ha": [-0.3655, -0.4165],
  "charge": 1,
  "homo_lumo_gap_ev": [7.475, 7.024],
  "elements": ["C", "C", "C", "Fe", "C", "O", "C", "O", "C", "C", "C", "C", "C", "H", "H", "H", "H", "H", "H", "H", "H", "H", "H", "H", "C", "N", "C", "N", "H", "H", "H", "H", "H", "H", "H", "H"],
  "coordinates": [[-1.681488, -1.026237, -0.676019], [-1.143033, -0.562624, 0.678261], [0.114885, 0.278069, 0.444405], [2.021004, 0.377871, -1.183096], [2.009384, 2.177588, -0.900487], [1.873203, 3.330016, -0.926582], [0.724992, 0.594785, -2.421019], [-0.101300, 0.928812, -3.173740], [3.874763, -0.032768, -0.388581], [3.943511, 0.460869, -1.740526], [3.182298, -0.427720, -2.572855], [2.633528, -1.466045, -1.727822], [3.065120, -1.210477, -0.382707], [-2.563538, -1.671719, -0.591238], [-1.918355, -0.169463, -1.325627], [-0.897712, -1.611276, -1.186495], [-0.843736, -1.454552, 1.259592], [-0.130146, 1.341368, 0.292311], [0.890129, 0.107108, 1.217050], [4.400429, 0.378248, 0.474729], [4.547822, 1.296902, -2.090764], [3.103328, -0.371935, -3.655255], [2.063724, -2.328617, -2.054223], [2.879855, -1.855441, 0.474455], [-3.347382, 0.743100, 0.832452], [-2.210442, 0.100041, 1.547156], [-2.823854, -0.903302, 2.460911], [-1.679974, 1.118106, 2.438148], [-3.957959, -0.022614, 0.341010], [-3.947228, 1.257292, 1.595345], [-2.981185, 1.471801, 0.100197], [-3.442890, -1.591077, 1.884197], [-2.022136, -1.448534, 2.963705], [-3.426144, -0.366672, 3.201416], [-0.898679, 0.690168, 2.937703], [-1.310809, 1.868937, 1.853995]],
  "atomic_forces_ev_per_a": [[-0.401, -0.148, -0.128], [1.979, -0.718, -1.350], [-0.027, 0.236, 0.073], [-4.770, 0.082, 4.493], [-0.587, 7.253, 0.694], [0.518, -3.371, 0.055], [-5.652, 1.652, -4.754], [2.524, -1.146, 2.188], [1.696, -0.617, -0.080], [1.992, -1.234, -0.428], [2.061, -1.629, -0.574], [1.807, -1.127, -0.668], [0.968, -0.638, -0.456], [0.025, 0.103, -0.073], [0.046, -0.291, 0.213], [-0.314, 0.289, 0.385], [-0.195, 0.406, -0.255], [0.172, -0.271, 0.200], [-0.464, 0.459, -0.163], [-0.315, -0.029, -0.391], [-0.358, -0.192, 0.170], [-0.097, 0.018, 0.329], [0.002, 0.301, -0.010], [-0.146, 0.363, -0.237], [-0.333, 0.391, -0.290], [-0.599, 0.514, 1.004], [-0.089, -0.292, 0.409], [-0.169, -0.083, 0.019], [0.327, 0.257, 0.066], [0.246, -0.165, -0.295], [-0.005, -0.231, 0.189], [0.174, 0.030, 0.022], [-0.165, 0.082, -0.031], [0.117, -0.155, -0.275], [-0.049, 0.190, -0.211], [0.084, -0.289, 0.158]]
}

---

Entry 3:
{
  "formula": "C13H27Cl2PSc",
  "method": "wB97M-V/def2-TZVPD",
  "spin_multiplicity": 1,
  "lumo_energy_ev": [2.8, 2.8],
  "relative_energy_kcal_mol": 0.00,
  "homo_ha": [-0.0628, -0.0628],
  "charge": -1,
  "homo_lumo_gap_ev": [4.487, 4.486],
  "elements": ["Sc", "Cl", "Cl", "C", "H", "H", "C", "C", "H", "C", "H", "C", "H", "H", "C", "H", "H", "C", "H", "H", "H", "H", "C", "C", "P", "C", "C", "C", "C", "H", "H", "H", "H", "H", "H", "H", "H", "H", "H", "H", "H", "H", "H", "H"],
  "coordinates": [[1.795019, 0.048181, -1.164441], [1.166087, -1.502382, -2.787407], [2.841804, 2.075481, -1.621960], [3.482667, -0.935498, -0.493812], [4.458920, -0.458821, -0.291987], [3.586640, -2.028366, -0.367088], [-1.712084, 1.105339, -1.364216], [-0.633028, 1.517409, -1.946250], [-1.894157, 1.293446, -0.297874], [-0.459216, 1.530151, -3.449054], [0.143007, 2.080480, -1.394750], [-1.385122, 0.548640, -4.217884], [-0.670616, 2.540928, -3.842625], [0.587674, 1.327594, -3.722086], [-2.274503, -0.332956, -3.339227], [-2.026407, 1.134283, -4.890723], [-0.770537, -0.095575, -4.855657], [-2.815442, 0.419942, -2.112299], [-3.107598, -0.730798, -3.932428], [-1.677077, -1.190582, -3.004317], [-3.562948, 1.151195, -2.459135], [-3.355982, -0.275863, -1.457668], [2.980263, -0.965012, 2.852982], [1.511940, -1.316289, 2.650045], [0.753357, -0.430526, 1.241943], [-0.862506, -1.287696, 1.034448], [-1.644059, -1.569731, 2.314367], [0.313062, 1.246582, 1.883120], [0.029914, 1.370711, 3.379083], [3.515357, -0.982819, 1.891238], [3.433780, -1.704734, 3.523401], [3.105195, 0.024986, 3.308026], [1.411484, -2.387329, 2.418023], [0.920223, -1.112465, 3.553276], [-1.463443, -0.698915, 0.325637], [-0.615869, -2.231167, 0.522851], [-2.030225, -0.654545, 2.778979], [-2.508934, -2.198151, 2.067656], [-1.046553, -2.114917, 3.054873], [1.164204, 1.894253, 1.614641], [-0.545928, 1.609357, 1.297045], [0.874349, 1.039660, 3.995471], [-0.147677, 2.427872, 3.615835], [-0.865021, 0.818657, 3.689943]],
  "atomic_forces_ev_per_a": [[2.117, -1.557, 1.077], [-0.794, -0.651, -0.792], [0.145, 1.314, -0.191], [-0.569, 0.409, -0.066], [-0.192, -0.036, 0.042], [-0.017, 0.074, -0.089], [-2.116, -0.521, 1.336], [2.001, 1.773, -1.289], [0.241, -0.144, -0.378], [0.151, -0.431, -0.417], [-0.452, -0.307, -0.169], [-0.103, 0.148, -0.199], [0.157, -0.167, 0.464], [-0.278, 0.083, 0.233], [0.199, -0.177, 0.240], [0.052, -0.060, 0.081], [-0.099, 0.078, 0.126], [-0.252, -0.286, -0.474], [0.108, 0.057, 0.077], [-0.109, 0.185, 0.062], [0.095, 0.021, 0.171], [0.092, 0.094, -0.035], [0.229, -0.185, 0.250], [-0.052, -0.057, 0.118], [-0.357, 0.506, -1.248], [-0.018, -0.145, 0.418], [-0.482, -0.304, -0.087], [0.172, -0.009, 0.346], [-0.162, 0.479, 0.186], [-0.198, 0.072, 0.123], [0.021, 0.151, 0.008], [-0.037, -0.071, -0.105], [0.007, 0.220, -0.002], [0.136, -0.186, -0.137], [0.270, -0.219, 0.229], [-0.081, 0.205, 0.085], [0.128, -0.183, -0.105], [0.012, 0.054, 0.187], [-0.112, 0.153, -0.141], [-0.241, -0.145, 0.078], [0.263, -0.171, 0.120], [-0.151, 0.029, -0.172], [0.018, -0.140, 0.103], [0.258, 0.046, -0.068]]
}

---

Entry 4:
{
  "formula": "C8H14N2S",
  "method": "wB97M-V/def2-TZVPD",
  "spin_multiplicity": 1,
  "lumo_energy_ev": 0.8,
  "relative_energy_kcal_mol": 78.35,
  "homo_ha": -0.3107,
  "homo_lumo_gap_ev": 9.252,
  "elements": ["C", "C", "C", "C", "C", "C", "C", "C", "N", "N", "S", "H", "H", "H", "H", "H", "H", "H", "H", "H", "H", "H", "H", "H", "H"],
  "coordinates": [[-1.679398, -0.588148, -0.390963], [-0.488817, 1.041676, -0.488744], [-1.458389, -2.682552, 1.182121], [1.703850, 1.440735, -1.482487], [1.421632, -0.258869, 0.250188], [1.159670, 2.104625, 0.879034], [-1.502143, -2.111911, -0.210807], [0.922807, 1.095007, -0.247736], [-2.803863, 0.006495, -0.437821], [-1.300852, 1.960258, -0.603846], [-2.918077, 1.563751, -0.616664], [-0.890187, -3.596331, 1.141478], [-2.500381, -2.957804, 1.427214], [-1.083755, -2.047436, 1.970757], [2.098478, 0.517746, -1.866705], [1.017174, 1.692941, -2.343292], [2.332834, 2.244666, -1.331038], [0.960584, -0.566520, 1.277158], [1.255992, -0.957543, -0.592144], [2.467765, -0.241919, 0.531944], [2.282487, 2.043601, 1.048309], [1.169512, 3.254976, 0.521389], [0.570694, 1.885696, 1.798640], [-2.278838, -2.642760, -0.754896], [-0.458773, -2.200387, -0.661080]],
  "atomic_forces_ev_per_a": [[0.216, 2.426, 0.680], [-3.437, -3.777, 0.156], [-1.398, -0.226, 0.299], [-2.712, -1.109, -2.421], [-0.792, -0.811, 1.568], [2.341, 2.610, -0.490], [2.430, 1.951, -1.217], [1.262, 0.009, 1.654], [0.342, -3.063, 0.014], [-0.291, 1.305, -0.205], [-0.095, 1.801, -0.245], [0.254, -0.375, 0.206], [0.488, 0.110, 0.320], [0.243, 0.305, 0.021], [1.188, -0.084, -0.083], [0.487, 0.289, 0.991], [1.794, 1.295, 0.150], [0.130, 0.256, -2.091], [0.083, -0.180, 0.929], [0.441, 0.238, -0.523], [-1.219, -0.285, 0.537], [-1.017, -2.583, 0.813], [0.493, 0.463, -0.737], [0.246, 0.134, -0.490], [-1.479, -0.701, 0.162]]
}

---

> Number 4 is which compound?

C8H14N2S

---

> Number 2 is which compound?

C12H19FeN2O2